Arrangement P

DFT (ωB97M-V/def2-TZVPD) results for a 2-piece molecular cluster, C2H2ClO2S overall.

The HOMO-LUMO gap is 5.67 eV. The LUMO energy is 3.59 eV. The net charge is -1. As for the HOMO energy: -2.1 eV.

```
8
Properties=species:S:1:pos:R:3:lowdin_charge:R:1
C -0.246 -0.304 1.130 -0.0838
C -1.390 -0.809 0.689 -0.3383
O -2.415 -1.363 0.647 0.1142
O 1.658 2.139 -1.647 -0.8708
S 1.855 0.682 -1.543 0.1770
Cl -0.082 -0.165 -2.036 -0.0962
H -0.014 0.695 1.171 0.0076
H 0.633 -0.875 1.589 0.0903
```


Arrangement Q

DFT (ωB97M-V/def2-TZVPD) results for an isolated ion of composition C2H2ClO2S and charge -1.

Its SMILES is O=C([O-])[C@H](S)Cl. The HOMO-LUMO gap is 8.05 eV. The LUMO energy is 3.53 eV. The net charge is -1. As for the HOMO energy: -4.5 eV.

```
8
Properties=species:S:1:pos:R:3:lowdin_charge:R:1
O 1.704 -0.281 -0.972 -0.0695
C 0.876 -1.143 -0.920 -0.8112
O 0.673 -2.285 -1.315 -0.0597
C -0.391 -0.692 0.177 -0.8820
S 0.035 1.093 0.875 0.5395
Cl -0.411 -1.839 1.522 0.4518
H -1.520 -0.658 -0.086 0.0426
H 1.190 1.218 0.280 -0.2114
```


Going by the energies, arrangement Q is most stable and the next is 198.5 kJ/mol up.


Arrangement P

DFT (ωB97M-V/def2-TZVPD) results for a 2-piece molecular cluster, C8H10N2O2 overall.

The HOMO-LUMO gap is 9.44 eV. The LUMO energy is -0.35 eV. As for the HOMO energy: -9.8 eV.

```
22
Properties=species:S:1:pos:R:3:lowdin_charge:R:1
C 1.303 0.087 0.938 -0.0295
C 1.103 -0.966 -1.163 0.0011
C 2.658 -0.322 0.948 -0.1107
C 2.422 -1.307 -1.118 -0.1112
C 0.507 -0.216 -0.133 -0.1576
C -1.907 -0.208 1.480 0.1176
C -0.985 1.822 -0.120 -0.0437
C -0.909 0.350 -0.262 -0.2503
N 3.205 -0.972 -0.083 0.0666
N -1.731 -0.226 -1.337 -0.3825
O -2.501 0.471 -1.899 0.1110
O -1.595 -1.424 -1.590 0.0550
H 0.917 0.646 1.756 0.0996
H 0.605 -1.245 -1.990 0.0680
H 3.234 -0.107 1.825 0.0982
H 2.810 -1.862 -1.848 0.0706
H -3.031 -0.170 1.186 0.0926
H -1.427 -1.132 1.549 0.0226
H -1.790 0.563 2.170 0.0161
H -0.285 2.010 0.671 0.0728
H -1.998 2.012 0.120 0.0745
H -0.605 2.192 -1.099 0.1195
```


Arrangement Q

DFT (ωB97M-V/def2-TZVPD) results for a 2-piece molecular cluster, C8H10N2O2 overall.

The HOMO-LUMO gap (alpha / beta) is 8.22 / 8.22 eV. The LUMO energy (alpha / beta) is -0.40 / -0.41 eV. As for the HOMO energy (alpha / beta): -8.6 / -8.6 eV.

```
22
Properties=species:S:1:pos:R:3:lowdin_charge:R:1
C 3.164 0.550 0.247 -0.0794
C 2.391 1.451 -0.479 -0.0743
C 2.599 -0.577 0.845 -0.0764
C 1.004 1.372 -0.515 -0.0497
C 1.214 -0.843 0.695 -0.0519
C 0.514 0.171 -0.023 0.0558
C -1.922 -0.933 -1.425 -0.0307
C -1.753 -0.438 -0.031 -0.3593
N -2.034 -1.381 0.954 0.1035
N -1.775 0.936 0.278 -0.3808
O -1.942 1.234 1.477 0.0247
O -1.584 1.743 -0.672 -0.0362
H 4.196 0.826 0.331 0.0963
H 2.810 2.375 -0.722 0.0901
H 2.960 -1.451 1.294 0.0810
H 0.461 2.053 -1.056 0.0789
H 0.795 -1.633 1.324 0.1029
H -1.609 0.014 -1.986 0.1053
H -2.978 -0.973 -1.585 0.0692
H -1.523 -1.914 -1.775 0.1059
H -1.965 -0.868 1.862 0.1022
H -3.023 -1.713 0.962 0.1227
```


Arrangement R

DFT (ωB97M-V/def2-TZVPD) results for C8H10N2O2 as an isolated structure.

The HOMO-LUMO gap is 7.64 eV. The LUMO energy is 0.43 eV. As for the HOMO energy: -7.2 eV.

```
22
Properties=species:S:1:pos:R:3:lowdin_charge:R:1
C -0.519 -1.828 1.447 -0.2145
C 0.242 2.627 0.759 -0.0606
C -1.134 2.413 0.526 -0.0499
C 0.856 1.448 0.728 -0.4086
C -1.344 1.067 0.296 -0.3615
C 1.019 -1.462 -1.970 -0.1153
C 0.001 -1.835 -0.980 -0.2530
C 0.386 -1.342 0.436 -0.0860
N -1.343 -2.138 2.189 0.1827
N -0.124 0.465 0.515 0.1342
O 2.067 0.957 0.869 0.0930
O -2.459 0.336 0.039 0.0859
H 0.698 3.469 1.051 0.0667
H -2.023 3.046 0.688 0.1112
H 1.181 -2.275 -2.753 0.0954
H 1.953 -1.387 -1.251 0.1153
H 0.872 -0.577 -2.563 0.0678
H -1.121 -1.420 -1.176 0.1685
H -0.029 -2.917 -0.748 0.1216
H 1.393 -1.276 0.828 0.1211
H 2.599 1.745 0.850 0.1164
H -3.171 0.880 0.222 0.0696
```


Going by the energies, arrangement R is most stable and the next is 143.8 kJ/mol up.


Arrangement P

DFT (ωB97M-V/def2-TZVPD) results for an isolated molecule of C3H6ClN.

Its SMILES is C=C(Cl)CN. The HOMO-LUMO gap is 10.22 eV. The LUMO energy is 0.94 eV. As for the HOMO energy: -9.3 eV.

```
11
Properties=species:S:1:pos:R:3:lowdin_charge:R:1
C -0.273 1.816 -0.152 -0.0429
C -0.160 0.520 0.274 -0.7577
Cl -1.355 -0.667 -0.055 0.6653
C 1.129 -0.255 0.634 -0.3804
N 1.865 -0.641 -0.519 0.0100
H -0.937 2.259 -0.978 0.0814
H 0.523 2.516 0.378 0.0950
H 1.672 0.360 1.404 0.1290
H 0.813 -1.140 1.151 0.0658
H 2.536 0.085 -0.645 0.0630
H 1.192 -0.740 -1.278 0.0715
```


Arrangement Q

DFT (ωB97M-V/def2-TZVPD) results for an isolated molecule of C3H6ClN.

Its SMILES is ClC1CNC1. The HOMO-LUMO gap is 9.76 eV. The LUMO energy is 1.05 eV. As for the HOMO energy: -8.7 eV.

```
11
Properties=species:S:1:pos:R:3:lowdin_charge:R:1
Cl 2.275 0.071 -0.326 0.6634
C 0.782 0.045 0.461 -0.7422
C -0.062 -1.103 -0.053 -0.2838
N -0.946 -0.109 -0.596 -0.0755
C -0.270 1.185 -0.047 -0.0916
H 1.040 -0.074 1.471 0.0623
H -0.465 -1.677 0.830 0.1144
H 0.457 -1.782 -0.863 0.1239
H -1.913 -0.116 -0.707 0.0692
H -0.071 1.900 -0.860 0.0983
H -0.827 1.659 0.690 0.0615
```


Going by the energies, arrangement P is most stable and the next is 39.0 kJ/mol up.


Arrangement P

DFT (ωB97M-V/def2-TZVPD) results for an isolated molecule of C3H6ClN.

Its SMILES is NC1(Cl)CC1. The HOMO-LUMO gap is 10.79 eV. The LUMO energy is 0.97 eV. As for the HOMO energy: -9.8 eV.

```
11
Properties=species:S:1:pos:R:3:lowdin_charge:R:1
N -0.742 0.385 1.554 0.0155
C -0.134 0.424 -0.141 -0.7205
Cl -0.902 1.891 -0.933 0.5408
C 0.126 -0.835 -0.925 -0.1268
C 1.220 -0.069 -0.222 -0.1477
H -1.279 -0.460 1.500 0.0050
H -1.417 1.213 1.619 0.0403
H -0.173 -0.845 -1.975 0.1065
H -0.051 -1.771 -0.515 0.0702
H 1.362 -0.454 0.770 0.1000
H 1.990 0.522 -0.732 0.1165
```


Arrangement Q

DFT (ωB97M-V/def2-TZVPD) results for C3H6ClN as an isolated structure.

The HOMO-LUMO gap (alpha / beta) is 8.47 / 8.51 eV. The LUMO energy (alpha / beta) is -1.85 / -1.81 eV. As for the HOMO energy (alpha / beta): -10.3 / -10.3 eV.

```
11
Properties=species:S:1:pos:R:3:lowdin_charge:R:1
C -0.533 -1.143 -0.046 -0.1617
C 0.028 0.252 -0.240 -0.4350
C 1.397 0.757 0.253 -0.0182
N -0.987 0.098 0.724 -0.0693
Cl -3.137 0.316 -0.008 0.1312
H -1.323 -1.382 -0.841 0.0846
H -0.069 -1.994 0.460 0.0995
H -0.379 0.523 -1.275 0.1588
H 2.118 0.425 -0.464 0.0743
H 1.605 0.326 1.185 0.0611
H 1.280 1.821 0.252 0.0747
```


Going by the energies, arrangement P is most stable and the next is 120.6 kJ/mol up.


Arrangement P

DFT (ωB97M-V/def2-TZVPD) results for an isolated molecule of C3H6ClN.

Its SMILES is ClC[C@@H]1CN1. The HOMO-LUMO gap is 10.60 eV. The LUMO energy is 1.13 eV. As for the HOMO energy: -9.5 eV.

```
11
Properties=species:S:1:pos:R:3:lowdin_charge:R:1
Cl 2.803 -0.229 -0.119 0.5011
C 1.154 0.267 0.494 -0.5373
C 0.116 -0.536 -0.213 -0.3154
C -1.101 0.464 -0.429 -0.1312
N -1.220 -0.685 0.456 -0.0133
H 1.257 0.371 1.573 0.0830
H 0.990 1.242 0.109 0.0409
H 0.386 -1.337 -0.891 0.1184
H -1.659 0.628 -1.290 0.0767
H -1.058 1.286 0.283 0.0996
H -1.668 -1.471 0.025 0.0775
```


Arrangement Q

DFT (ωB97M-V/def2-TZVPD) results for an isolated molecule of C3H6ClN.

Its SMILES is C[C@H]1CN1Cl. The HOMO-LUMO gap is 10.46 eV. The LUMO energy is 0.88 eV. As for the HOMO energy: -9.6 eV.

```
11
Properties=species:S:1:pos:R:3:lowdin_charge:R:1
C 0.680 0.845 0.236 -0.0734
C -0.534 0.176 -0.346 -0.4244
C -0.960 -1.182 0.124 -0.1978
N -1.637 -0.003 0.584 -0.4451
Cl -3.268 0.212 -0.083 0.5364
H 1.344 0.124 0.915 0.1189
H 0.340 1.574 0.900 0.0487
H 1.239 1.010 -0.715 0.0858
H -0.726 0.623 -1.352 0.1402
H -1.383 -1.851 -0.656 0.1103
H -0.448 -1.694 0.920 0.1004
```


Going by the energies, arrangement P is most stable and the next is 59.7 kJ/mol up.


Arrangement P

DFT (ωB97M-V/def2-TZVPD) results for a 2-piece molecular cluster, C6H13PS overall.

Its SMILES is C=CP(C)S.C=CC. The HOMO-LUMO gap is 9.46 eV. The LUMO energy is 0.86 eV. As for the HOMO energy: -8.6 eV.

```
21
Properties=species:S:1:pos:R:3:lowdin_charge:R:1
C -1.875 -3.678 2.241 -0.0841
C -1.446 -3.425 1.005 -0.5031
P -1.235 -1.744 0.364 0.5485
C 0.670 -1.835 0.399 -0.3231
S -1.550 -2.028 -1.729 0.3538
H -2.177 -2.718 2.845 0.0797
H -1.858 -4.585 2.773 0.0281
H -1.123 -4.285 0.375 0.0726
H 0.964 -2.845 0.173 0.0193
H 0.879 -1.090 -0.395 0.0117
H 1.056 -1.690 1.381 0.0220
H -2.817 -2.296 -1.578 -0.2299
C 0.850 2.343 -0.578 -0.0453
C 1.694 3.317 -0.736 -0.2056
C 1.218 4.708 -1.279 -0.0751
H -0.079 2.149 -1.060 0.0488
H 1.076 1.465 0.067 0.0534
H 2.563 3.259 -0.135 0.0724
H 0.138 4.604 -1.247 0.0656
H 1.495 4.917 -2.267 0.0416
H 1.556 5.455 -0.620 0.0489
```


Arrangement Q

DFT (ωB97M-V/def2-TZVPD) results for an isolated molecule of C6H13PS.

Its SMILES is C=C(S)CCCCP. The HOMO-LUMO gap is 9.11 eV. The LUMO energy is 0.85 eV. As for the HOMO energy: -8.3 eV.

```
21
Properties=species:S:1:pos:R:3:lowdin_charge:R:1
C 1.176 1.872 0.347 -0.0592
C 1.385 0.668 0.907 -0.8734
S 0.943 0.529 2.494 0.8393
C 1.858 -0.435 0.138 -0.2277
C 0.493 -1.235 -0.122 -0.2227
C -0.132 -0.370 -1.271 -0.2925
C -1.672 -0.405 -1.089 -0.4414
P -1.991 0.336 0.645 0.7866
H 1.318 2.138 -0.722 0.0896
H 0.509 2.461 0.888 0.0237
H 0.738 -0.789 2.464 -0.1049
H 2.536 -1.159 0.589 0.1106
H 2.240 -0.376 -0.846 0.1031
H -0.127 -1.243 0.850 0.0351
H 0.747 -2.304 -0.415 0.1258
H 0.117 0.676 -1.111 0.0448
H 0.062 -0.706 -2.341 0.1334
H -2.155 0.287 -1.801 0.0676
H -1.965 -1.394 -1.056 0.0311
H -2.638 1.611 0.321 -0.1101
H -3.445 -0.163 1.132 -0.0589
```


Going by the energies, arrangement P is most stable and the next is 105.8 kJ/mol up.


Arrangement P

DFT (ωB97M-V/def2-TZVPD) results for an isolated ion of composition C2H7N4 and charge +1.

Its SMILES is N[N+]1=NCCN1. The HOMO-LUMO gap is 10.24 eV. The LUMO energy is -4.57 eV. The net charge is +1. As for the HOMO energy: -14.8 eV.

```
13
Properties=species:S:1:pos:R:3:lowdin_charge:R:1
N -1.488 -1.199 -1.053 0.1737
N -0.543 -0.572 -0.338 -0.2583
N 0.594 -1.058 -0.214 0.1732
C 1.447 -0.083 0.419 -0.0908
C 0.448 1.087 0.757 -0.0701
N -0.797 0.622 0.132 0.0974
H -1.185 -2.056 -1.496 0.1336
H -2.271 -0.773 -1.648 0.1912
H 2.125 0.233 -0.285 0.0982
H 2.108 -0.380 1.147 0.1044
H 0.314 1.243 1.814 0.1107
H 0.968 2.071 0.340 0.1677
H -1.719 0.864 0.424 0.1692
```


Arrangement Q

DFT (ωB97M-V/def2-TZVPD) results for an isolated ion of composition C2H7N4 and charge +1.

The HOMO-LUMO gap (alpha / beta) is 8.04 / 8.05 eV. The LUMO energy (alpha / beta) is -5.49 / -5.49 eV. The net charge is +1. As for the HOMO energy (alpha / beta): -13.5 / -13.5 eV.

```
13
Properties=species:S:1:pos:R:3:lowdin_charge:R:1
C 1.366 0.018 0.457 -0.2900
C -0.801 2.063 0.532 0.1154
N 1.006 1.004 1.534 0.1691
N 0.040 1.671 1.346 0.0187
N 0.465 -0.009 -0.575 -0.0851
N -0.368 -1.191 -0.471 0.0995
H 2.380 0.364 -0.023 0.1838
H 1.624 -0.847 0.991 0.0949
H -1.745 2.197 0.875 0.0807
H -0.675 2.622 -0.317 0.0967
H -1.256 -1.049 0.035 0.1657
H 0.237 -2.137 -0.281 0.2414
H -0.637 -1.395 -1.374 0.1094
```


Going by the energies, arrangement P is most stable and the next is 242.9 kJ/mol up.